Computed, not measured: an isolated molecule of C2H7N3OS at a distorted geometry, with ωB97M-V with the def2-TZVPD basis set.

Values from the calculation:
SMILES string: CN/C(=N\S)NO
Molecular weight: 121.165 g/mol
Energy relative to the best compared isomer or geometry (same formula, charge and spin): 38.5 kcal/mol
Kohn-Sham gap: 8.904 eV
Calculated total energy: -19538.171 eV

Last column: Mulliken charge in e.
Element x y z (Å)
S1 1.7891 -0.3488 0.9736  -0.203
O1 -0.8411 2.3818 -1.0086  -0.403
N1 -0.9385 -1.1053 -0.4633  -0.229
N2 -1.3037 1.0542 -1.0276  -0.257
N3 0.5698 0.6626 0.2943  -0.528
C1 -0.4581 0.1669 -0.2988  0.620
C2 -0.6667 -2.2891 0.3184  -0.972
H1 2.6604 0.6443 1.3055  0.148
H2 -2.2856 1.0467 -0.7510  0.237
H3 -1.5422 -1.2570 -1.2376  0.271
H4 -1.5348 -2.9831 0.1938  0.292
H5 -0.4593 2.4831 -0.1132  0.342
H6 -0.5513 -2.1971 1.4056  0.349
H7 0.2724 -2.7583 -0.0532  0.333

Atoms 1-6, force components in eV/Å:
S -0.155 0.386 -0.092
O -0.244 -0.170 0.289
N 0.267 0.119 1.028
N 0.540 0.314 0.166
N -0.396 -0.544 0.072
C -0.088 0.305 -0.321


Computed, not measured: a cluster of 2 separate species, C29H33N2O2 in total at a distorted geometry, with ωB97M-V with the def2-TZVPD basis set.

Values from the calculation:
Net charge: +1
Molecular weight: 441.595 g/mol
Energy relative to the best compared isomer or geometry (same formula, charge and spin): 82.9 kcal/mol
Kohn-Sham gap: 3.667 eV
Calculated total energy: -37673.462 eV

Last column: Mulliken charge in e.
Element x y z (Å)
O1 0.0718 5.3126 -2.8595  -0.374
O2 -4.4180 -3.9054 -1.5797  -0.436
N1 1.5373 3.9456 -0.9050  0.104
N2 4.4947 1.5796 0.7910  0.238
C1 -0.9853 -1.2739 4.2957  -0.671
C2 -4.1997 -6.0977 -0.5577  -0.359
C3 0.2036 3.4442 -1.2323  -0.081
C4 -1.6313 -1.2018 0.0780  0.213
C5 -0.6389 -0.3744 0.6974  -0.321
C6 -2.4331 -2.5264 -1.8342  -0.552
C7 4.8836 2.9159 0.5001  -1.243
C8 -0.8588 -1.3996 2.9284  -0.590
C9 -0.6627 -0.0664 4.9098  -0.456
C10 2.4220 3.1721 -0.1991  0.419
C11 -0.5159 -0.2750 2.1157  0.599
C12 -3.4748 -3.0317 -1.0352  0.327
C13 3.1179 1.3159 1.1966  -0.927
C14 1.1042 6.0453 -2.2081  -0.756
C15 -3.7398 -7.4115 -0.6681  -0.410
C16 -2.7797 -1.6517 0.7917  -0.453
C17 -0.1307 0.9303 2.7739  -0.120
C18 5.3759 0.5382 0.3988  -1.060
C19 3.7270 3.8635 0.1926  -0.774
C20 -0.1919 1.0198 4.1555  -0.711
C21 2.1139 5.1238 -1.5453  -0.545
C22 -3.8883 -5.8101 -2.9576  -0.239
C23 -4.1708 -5.2807 -1.6919  0.204
C24 -3.3072 -7.9102 -1.8991  -0.506
C25 -3.6611 -2.5702 0.2706  -0.295
C26 -0.6650 4.4969 -1.9448  -0.744
C27 -3.4150 -7.1218 -3.0451  -0.364
C28 2.1662 1.9195 0.2473  0.539
C29 -1.5365 -1.6118 -1.2910  -0.757
H1 4.0963 4.5556 -0.5773  0.438
H2 -4.5712 -5.6897 0.3877  0.355
H3 -1.1873 5.1301 -1.1962  0.332
H4 -2.3459 -2.8535 -2.8691  0.449
H5 2.9652 0.2329 1.3438  0.390
H6 -1.0994 -2.3467 2.4544  0.763
H7 -0.7768 0.0290 5.9809  0.418
H8 -0.7274 -1.2214 -1.9075  0.442
H9 0.0005 0.2057 0.0366  0.368
H10 5.1729 0.1668 -0.6307  0.308
H11 -1.3925 3.9932 -2.5988  0.337
H12 5.2793 -0.3226 1.0726  0.326
H13 -1.3454 -2.1287 4.8638  0.418
H14 -4.4999 -2.9324 0.8647  0.487
H15 0.1040 1.9388 4.6503  0.449
H16 3.5718 4.4172 1.1262  0.311
H17 5.6276 2.9096 -0.3128  0.543
H18 1.3318 1.3333 -0.1091  -0.021
H19 6.4173 0.8994 0.4111  0.398
H20 -2.9498 -1.2804 1.7994  0.615
H21 0.1347 1.7893 2.1545  0.386
H22 2.6125 5.7379 -0.7824  0.367
H23 5.4131 3.2592 1.4078  0.227
H24 -0.3119 3.1633 -0.3010  0.080
H25 3.0034 1.8393 2.1708  0.123
H26 0.2083 2.5607 -1.9003  0.219
H27 -3.7203 -8.0437 0.2165  0.367
H28 1.5958 6.5822 -3.0250  0.337
H29 -4.0235 -5.1764 -3.8375  0.433
H30 2.8426 4.8375 -2.3344  0.341
H31 -2.8979 -8.9109 -1.9733  0.391
H32 0.6972 6.7414 -1.4517  0.340
H33 -3.1388 -7.5187 -4.0236  0.363

Atoms 1-6, force components in eV/Å:
O -0.082 -0.267 0.662
O 0.366 1.209 0.581
N -0.360 0.387 -0.277
N -0.532 -0.917 0.295
C 0.102 -0.141 -0.106
C 0.174 0.351 -0.222


Computed, not measured: a structure of composition C26H15BrF5N4O2ReSSbSe4, with ωB97M-V with the def2-TZVPD basis set.

Values from the calculation:
Net charge: +1
Molecular weight: 1246.200 g/mol
Kohn-Sham gap: 6.086 eV
Calculated total energy: -401770.831 eV

Last column: Mulliken charge in e.
Element x y z (Å)
Re1 -0.2275 -0.7874 1.7133  1.267
Sb1 4.0398 -1.8419 1.6946  0.997
Br1 3.9430 -0.5951 -3.4157  -0.150
Se1 5.2655 -0.2988 0.4781  -0.377
Se2 0.8461 -1.7697 3.5485  0.174
Se3 3.4935 -4.0861 1.4579  -0.351
Se4 3.0090 -0.8257 3.7832  -0.292
S1 1.0705 1.0559 1.9162  -0.136
F1 -1.8391 -1.3404 4.8007  -0.350
F2 -2.4148 -2.0442 0.1638  -0.419
F3 -5.4901 -3.7761 3.2232  -0.301
F4 -4.0663 -2.7187 5.2699  -0.307
F5 -4.6437 -3.4316 0.6613  -0.326
O1 -0.0762 -3.9235 0.3692  -0.527
O2 0.3333 -1.6912 0.2632  -0.652
N1 -0.0192 4.2708 0.0707  0.114
N2 -1.6002 0.7389 1.2863  -0.165
N3 -1.2303 1.9108 0.9089  -0.303
N4 0.5730 3.3879 0.7610  -0.455
C1 -2.7593 -2.2602 1.4491  0.627
C2 -1.4798 3.7888 -1.8113  -0.105
C3 0.4871 -3.0533 -0.1985  0.393
C4 -5.8040 0.5122 1.2165  -0.639
C5 3.2826 -3.3624 -3.3576  -0.418
C6 -5.0891 0.4878 0.0275  -1.015
C7 -2.7530 3.7293 -2.3608  -0.681
C8 -3.7527 0.6975 2.4572  -0.236
C9 1.4228 -3.1142 -1.3275  0.542
C10 1.6643 -4.3640 -1.8890  -0.648
C11 -3.9281 -2.9582 1.6742  -0.153
C12 3.0251 -2.1217 -2.7911  -0.149
C13 -3.6904 4.5723 -0.3061  -0.669
C14 -3.6279 -2.5933 4.0231  0.373
C15 -1.3435 4.2299 -0.5067  0.096
C16 -3.0518 0.6468 1.2631  0.496
C17 -2.4523 -1.9149 3.7560  1.101
C18 -4.3648 -3.1278 2.9779  0.777
C19 0.0439 2.2110 1.0838  0.386
C20 -5.1364 0.6260 2.4293  -0.891
C21 -3.8524 4.1158 -1.6087  -0.500
C22 -2.4271 4.6321 0.2560  -0.162
C23 -1.9650 -1.7366 2.4678  -0.907
C24 2.5949 -4.4800 -2.9055  -0.584
C25 -3.7044 0.5611 0.0457  -0.238
C26 2.0999 -1.9832 -1.7744  -0.228
H1 -5.6932 0.6622 3.3556  0.479
H2 0.5522 5.0909 -0.1017  0.292
H3 -5.6090 0.4057 -0.9171  0.526
H4 1.1318 -5.2273 -1.5154  0.451
H5 -3.1310 0.5353 -0.8723  0.499
H6 -2.8811 3.3876 -3.3785  0.417
H7 -4.8421 4.0718 -2.0420  0.453
H8 4.0151 -3.4510 -4.1472  0.427
H9 1.9168 -1.0107 -1.3394  0.568
H10 -2.2823 4.9692 1.2745  0.447
H11 2.7947 -5.4450 -3.3488  0.431
H12 -4.5497 4.8800 0.2728  0.430
H13 -6.8831 0.4451 1.1997  0.490
H14 -3.2202 0.7941 3.3951  0.596
H15 -0.6106 3.4911 -2.3829  0.485

Atoms 1-6, force components in eV/Å:
Re -0.011 -0.011 -0.205
Sb -0.037 -0.051 0.031
Br -0.005 -0.019 0.012
Se 0.014 0.040 -0.029
Se 0.126 -0.029 0.096
Se -0.027 -0.004 0.012


Computed, not measured: an isolated molecule of C3H4N2O, with ωB97M-V with the def2-TZVPD basis set.

Values from the calculation:
SMILES string: NC1=CN1C=O
Molecular weight: 84.078 g/mol
Energy relative to the best compared isomer or geometry (same formula, charge and spin): 92.3 kcal/mol
Kohn-Sham gap: 9.714 eV
Calculated total energy: -8199.884 eV

Last column: Mulliken charge in e.
Element x y z (Å)
O1 -0.7683 -1.2626 -1.2211  -0.509
N1 -0.7682 0.0169 0.7067  -0.477
N2 1.8224 -0.0183 -0.0636  -0.558
C1 -1.3632 -0.8075 -0.2676  0.182
C2 -0.3344 1.3921 0.2614  -0.330
C3 0.5784 0.5108 0.1793  0.354
H1 2.3127 -0.2386 0.7980  0.271
H2 1.7155 -0.8612 -0.6212  0.320
H3 -0.7940 2.3659 0.2587  0.377
H4 -2.4010 -1.0976 -0.0307  0.369

Atoms 1-6, force components in eV/Å:
O -0.244 0.195 0.389
N -0.113 -0.329 0.011
N -0.140 -0.035 0.043
C 0.138 -0.178 -0.273
C 0.320 0.010 -0.112
C -0.163 0.301 -0.033


Computed, not measured: a cluster of 10 separate species, C7H33NO9 in total at a distorted geometry, with ωB97M-V with the def2-TZVPD basis set.

Values from the calculation:
Net charge: -1
Molecular weight: 275.339 g/mol
Energy relative to the best compared isomer or geometry (same formula, charge and spin): 3.3 kcal/mol
Kohn-Sham gap (spin up / spin down): 2.217 / 8.461 eV
Multiplicity: 2
Calculated total energy: -27710.492 eV

Last column: Löwdin spin population.
Element x y z (Å)
O1 2.2916 0.4194 2.0638  0.015
O2 -0.8066 2.3251 -2.7057  0.207
O3 1.0310 2.4349 3.4278  0.018
O4 -1.0213 0.0258 4.3864  0.013
O5 -1.2411 4.1048 0.0786  0.092
O6 -1.4240 1.3102 2.1083  0.050
O7 0.8321 1.8820 0.3262  0.053
O8 3.1443 1.5648 -2.1365  0.030
O9 0.6079 -2.0992 2.9224  0.009
N1 -1.6799 -1.3850 0.0691  0.005
C1 -0.7727 -1.1474 -2.2372  0.019
C2 1.3602 -1.2009 -1.3724  0.011
C3 -3.2840 -0.9911 -1.7442  0.032
C4 2.7569 -1.5359 -0.9617  0.007
C5 -1.8476 -0.6977 -1.2293  0.021
C6 0.2528 -3.4673 -1.6562  0.002
C7 0.3500 -1.9843 -1.8007  0.003
H1 -0.1185 2.9615 -2.9623  0.055
H2 0.3292 -1.5547 2.1823  0.005
H3 1.0963 -3.8324 -1.0498  0.000
H4 -2.0360 -2.3342 0.0862  0.001
H5 0.3601 2.2783 -0.4407  0.028
H6 1.9037 0.5823 2.9319  0.005
H7 -1.7283 0.3182 -0.8349  0.022
H8 3.0273 -1.4481 0.0958  0.002
H9 2.3384 1.4485 -1.6257  0.011
H10 -0.4608 0.7364 4.7483  0.005
H11 1.1515 -0.1399 -1.3469  0.008
H12 0.9537 2.5213 2.4620  0.009
H13 -0.4083 -0.3323 -2.9039  0.016
H14 1.5506 -1.8966 2.9579  0.002
H15 3.9584 1.5948 -1.6321  0.005
H16 -0.6097 -3.6860 -1.0320  0.000
H17 1.9304 2.7680 3.6027  0.005
H18 -0.3240 -0.6516 4.2914  0.003
H19 3.5700 -1.0616 -1.5217  0.002
H20 -0.7961 -1.3726 0.5457  0.005
H21 -1.5715 2.6747 -3.2070  0.082
H22 -3.8785 -0.0780 -1.6527  0.025
H23 2.9735 -2.6092 -1.1280  0.000
H24 -0.0072 1.4861 0.6688  0.012
H25 1.7584 0.8351 1.3586  0.007
H26 -2.3381 1.5837 2.2408  0.019
H27 -1.3189 0.8540 2.9833  0.005
H28 -0.0057 -3.9540 -2.6032  0.000
H29 -3.2339 -1.4088 -2.7524  0.002
H30 -1.6690 3.5081 -0.5659  0.046
H31 -1.3182 -1.5752 -3.1216  0.002
H32 -1.7493 3.9679 0.8865  0.023
H33 -3.8794 -1.7419 -1.2001  0.001

Atoms 1-6, force components in eV/Å:
O 0.590 -0.985 -0.057
O -0.015 0.200 -0.066
O 0.594 0.375 0.294
O 1.274 0.020 0.883
O -0.184 -0.194 -0.262
O -0.327 -0.090 0.830


Computed, not measured: an isolated molecule of C5H10O2, with ωB97M-V with the def2-TZVPD basis set.

Values from the calculation:
SMILES string: CCO[C@@H](C)C=O
Molecular weight: 102.133 g/mol
Energy relative to the best compared isomer or geometry (same formula, charge and spin): 38.2 kcal/mol
Kohn-Sham gap: 10.607 eV
Calculated total energy: -9441.388 eV

Last column: Mulliken charge in e.
Element x y z (Å)
O1 -2.9479 -0.9230 -0.6380  -0.473
O2 0.3473 0.2100 -0.2030  -0.354
C1 2.5370 -0.6748 -0.1081  -1.209
C2 -1.0010 0.2277 0.2051  0.433
C3 -1.8950 -0.3803 -0.8659  -0.106
C4 1.0744 -0.9400 0.1870  -0.189
C5 -1.3896 1.6864 0.4152  -1.363
H1 0.9259 -1.1224 1.2635  0.325
H2 2.6943 -0.5350 -1.1813  0.298
H3 -1.5141 -0.2432 -1.9026  0.352
H4 0.7175 -1.8345 -0.3493  0.276
H5 -1.3140 2.2408 -0.5266  0.315
H6 -1.1475 -0.3407 1.1360  0.289
H7 -2.4102 1.7665 0.7992  0.400
H8 2.8570 0.2362 0.4067  0.293
H9 -0.6940 2.1342 1.1302  0.330
H10 3.1601 -1.5077 0.2319  0.384

Atoms 1-6, force components in eV/Å:
O 0.447 0.208 -0.108
O 0.013 0.065 0.002
C 0.021 -0.006 -0.018
C -0.136 0.030 0.103
C -0.296 -0.110 0.104
C 0.138 -0.216 0.072